[1]
{"formula": "C5H11NOS", "method": "wB97M-V/def2-TZVPD", "homo_ev": -9.1, "spin_multiplicity": 1, "lumo_energy_ev": 0.80, "smiles": "C/C=N/[C@@H](S)[C@H](C)O", "total_energy_ha": -725.21379, "relative_energy_kcal_mol": 69.7, "symbols": ["C", "C", "N", "C", "S", "C", "C", "O", "H", "H", "H", "H", "H", "H", "H", "H", "H", "H", "H"], "xyz": [[2.873, -0.326, 0.626], [1.574, -0.795, -0.007], [0.745, -0.047, -0.646], [-0.507, -0.466, -1.179], [-0.952, -2.208, -1.760], [-1.692, -0.183, 0.058], [-2.342, 1.222, -0.005], [-1.123, -0.362, 1.364], [3.732, -0.605, -0.102], [2.922, 0.660, 0.708], [3.127, -0.805, 1.610], [1.299, -1.862, -0.058], [-0.628, 0.242, -2.080], [-1.069, -2.834, -0.509], [-2.417, -1.047, -0.039], [-3.374, 1.185, 0.388], [-2.264, 1.574, -1.063], [-1.534, 1.726, 0.567], [-0.374, 0.184, 1.322]]}

=====

[2]
{"formula": "C17H22N9O3RuS3", "method": "wB97M-V/def2-TZVPD", "homo_ev": [-10.3, -10.5], "spin_multiplicity": 5, "lumo_energy_ev": [-2.07, -3.62], "total_charge": 1, "total_energy_ha": -2668.87319, "relative_energy_kcal_mol": 4.2, "symbols": ["Ru", "C", "N", "C", "C", "N", "N", "C", "N", "N", "H", "H", "H", "H", "H", "H", "H", "H", "H", "H", "H", "N", "C", "N", "C", "C", "S", "C", "C", "S", "C", "N", "N", "H", "H", "H", "H", "H", "H", "O", "C", "C", "C", "C", "C", "C", "C", "O", "O", "H", "H", "H", "H", "H", "S"], "xyz": [[0.007, -1.579, -0.773], [-0.218, -1.243, 4.033], [1.128, -1.206, 3.475], [2.216, -1.525, 4.389], [1.255, -1.339, 2.122], [0.277, -1.652, 1.349], [2.534, -1.093, 1.641], [2.949, -0.817, 0.347], [4.223, -0.341, 0.296], [2.191, -0.968, -0.671], [-0.184, -0.809, 5.030], [-0.615, -2.261, 4.112], [-0.879, -0.627, 3.425], [1.910, -1.231, 5.389], [3.126, -0.961, 4.179], [2.454, -2.592, 4.397], [-0.572, -1.856, 1.855], [3.185, -0.814, 2.352], [4.833, -0.368, 1.092], [4.655, -0.209, -0.600], [2.615, -0.634, -1.530], [1.906, -1.648, -3.723], [0.566, -1.428, -3.931], [-0.292, -1.421, -2.949], [-1.593, -1.257, -3.409], [-1.689, -1.063, -4.745], [-0.134, -1.158, -5.476], [-2.675, -1.354, -2.417], [-4.012, -1.389, -2.638], [-4.849, -1.467, -1.137], [-3.337, -1.482, -0.303], [-2.298, -1.448, -1.090], [-3.208, -1.487, 1.059], [2.080, -2.362, -3.025], [2.464, -1.763, -4.554], [-2.571, -0.873, -5.333], [-4.538, -1.393, -3.577], [-4.076, -1.484, 1.572], [-2.549, -0.754, 1.351], [1.080, 2.659, -1.602], [0.256, 3.353, -0.763], [0.292, 4.747, -0.770], [-0.515, 5.482, 0.078], [-1.370, 4.834, 0.959], [-1.398, 3.453, 0.967], [-0.605, 2.685, 0.114], [-0.744, 1.192, 0.211], [-1.362, 0.708, 1.174], [-0.205, 0.512, -0.730], [1.567, 3.304, -2.126], [0.967, 5.253, -1.452], [-0.471, 6.563, 0.051], [-2.005, 5.400, 1.627], [-2.051, 2.920, 1.644], [0.278, -3.711, -0.967]]}

=====

[3]
{"formula": "C29H31Cl4CrFN3O2S", "method": "wB97M-V/def2-TZVPD", "homo_ev": [-4.3, -4.6], "spin_multiplicity": 5, "lumo_energy_ev": [2.62, 2.61], "total_charge": -1, "total_energy_ha": -4821.87433, "relative_energy_kcal_mol": 23.6, "symbols": ["Cr", "Cl", "C", "C", "Cl", "C", "Cl", "C", "O", "C", "O", "C", "Cl", "C", "C", "C", "C", "C", "C", "C", "C", "C", "C", "C", "C", "N", "C", "C", "C", "C", "C", "C", "F", "H", "H", "H", "H", "H", "H", "H", "H", "H", "H", "H", "H", "H", "H", "H", "H", "H", "H", "H", "H", "H", "C", "S", "C", "H", "H", "H", "H", "H", "H", "N", "C", "C", "C", "N", "H", "H", "H", "H"], "xyz": [[-0.153, 0.084, 0.162], [-4.708, -4.467, -1.990], [-3.907, -2.976, -1.629], [-4.423, -1.783, -2.106], [-5.898, -1.766, -3.011], [-3.740, -0.585, -1.850], [-4.331, 0.919, -2.484], [-2.569, -0.571, -1.111], [-1.849, 0.508, -0.875], [-2.066, -1.790, -0.554], [-1.001, -1.696, 0.188], [-2.736, -2.972, -0.859], [-2.064, -4.465, -0.288], [-1.167, 1.215, 4.236], [0.277, 1.216, 3.725], [1.123, 2.194, 4.549], [0.890, -0.177, 3.733], [0.871, -0.903, 4.915], [1.378, -2.187, 4.965], [1.938, -2.737, 3.826], [2.015, -2.038, 2.624], [2.739, -2.734, 1.478], [1.882, -2.932, 0.229], [4.043, -2.016, 1.114], [1.465, -0.742, 2.570], [1.456, 0.034, 1.385], [2.303, 1.085, 1.309], [3.500, 1.276, 2.035], [4.323, 2.358, 1.784], [4.006, 3.313, 0.823], [2.792, 3.207, 0.149], [1.994, 2.134, 0.427], [0.705, 2.083, -0.100], [-1.586, 2.222, 4.164], [-1.223, 0.900, 5.279], [-1.781, 0.539, 3.646], [0.250, 1.573, 2.695], [1.136, 1.896, 5.600], [0.703, 3.200, 4.485], [2.149, 2.225, 4.183], [0.455, -0.457, 5.811], [1.340, -2.757, 5.886], [2.354, -3.738, 3.879], [3.006, -3.728, 1.850], [1.688, -1.979, -0.258], [0.920, -3.372, 0.481], [2.390, -3.589, -0.482], [3.833, -1.037, 0.685], [4.597, -2.606, 0.380], [4.675, -1.880, 1.995], [3.760, 0.548, 2.793], [5.236, 2.470, 2.358], [4.663, 4.149, 0.631], [2.461, 3.958, -0.557], [-2.107, -3.920, 3.513], [-2.042, -2.131, 3.250], [-3.656, -1.866, 2.467], [-2.929, -4.182, 4.180], [-1.156, -4.181, 3.974], [-2.206, -4.435, 2.560], [-3.856, -2.668, 1.759], [-3.605, -0.919, 1.932], [-4.441, -1.818, 3.221], [-0.182, 1.350, -2.828], [0.063, 2.159, -3.872], [1.401, 2.025, -4.175], [1.881, 1.097, -3.235], [0.911, 0.692, -2.428], [-1.052, 1.179, -2.304], [-0.716, 2.755, -4.315], [1.956, 2.517, -4.956], [2.879, 0.707, -3.118]]}

=====

[4]
{"formula": "C20H24N2O5S", "method": "wB97M-V/def2-TZVPD", "homo_ev": -8.9, "spin_multiplicity": 1, "lumo_energy_ev": 0.19, "smiles": "CC(=O)c1ccc(OCCCC(=O)N[C@H](C)c2ccc(S(N)(=O)=O)cc2)cc1", "total_energy_ha": -1659.84664, "relative_energy_kcal_mol": 400.2, "symbols": ["C", "C", "O", "C", "C", "C", "C", "O", "C", "C", "C", "C", "O", "N", "C", "C", "C", "C", "C", "C", "S", "N", "O", "O", "C", "C", "C", "C", "H", "H", "H", "H", "H", "H", "H", "H", "H", "H", "H", "H", "H", "H", "H", "H", "H", "H", "H", "H", "H", "H", "H", "H"], "xyz": [[-0.905, 2.547, -4.458], [-0.170, 2.591, -3.161], [0.897, 3.173, -3.133], [-0.679, 1.939, -2.046], [-0.598, 2.548, -0.873], [-0.886, 2.083, 0.297], [-1.588, 1.032, 0.249], [-2.191, 0.095, 1.175], [-2.702, 0.985, 2.485], [-1.424, 0.635, 3.674], [-1.743, -0.550, 4.386], [-0.673, -1.687, 3.866], [-0.272, -2.762, 4.702], [-0.281, -1.683, 2.569], [0.638, -2.583, 1.745], [1.735, -3.083, 2.553], [0.971, -2.000, 0.528], [0.905, -2.489, -0.704], [1.124, -2.206, -1.984], [1.706, -0.726, -1.707], [2.300, -0.028, -3.314], [2.889, 1.578, -2.799], [0.986, 0.327, -4.152], [3.298, -0.767, -3.865], [1.706, 0.095, -0.540], [1.479, -0.824, 0.591], [-1.896, 0.109, -1.060], [-1.383, 0.705, -2.233], [-1.897, 2.525, -4.415], [-0.671, 1.499, -5.008], [-0.724, 3.253, -5.228], [0.210, 3.286, -0.825], [-0.781, 2.532, 1.410], [-2.640, 1.982, 2.407], [-3.561, 0.679, 2.914], [-1.785, 1.398, 4.326], [-0.400, 0.935, 3.277], [-1.570, -0.456, 5.373], [-2.651, -1.115, 4.046], [-1.024, -1.158, 1.896], [-0.125, -3.470, 1.475], [2.468, -3.732, 1.878], [1.439, -3.447, 3.630], [2.534, -2.056, 2.789], [0.508, -3.424, -0.667], [0.978, -2.523, -2.886], [2.353, 2.366, -2.928], [4.031, 1.480, -3.188], [2.288, 1.010, -0.460], [1.564, -0.068, 1.520], [-2.228, -0.843, -1.072], [-1.560, 0.292, -3.057]]}

=====

[5]
{"formula": "C4H9N3", "method": "wB97M-V/def2-TZVPD", "homo_ev": -9.2, "spin_multiplicity": 1, "lumo_energy_ev": 0.70, "smiles": "[H]/N=C/N/C(CC)=N/[H]", "total_energy_ha": -322.06158, "relative_energy_kcal_mol": 18.1, "symbols": ["H", "N", "C", "N", "C", "C", "C", "N", "H", "H", "H", "H", "H", "H", "H", "H"], "xyz": [[-0.132, -3.994, 0.386], [-0.138, -3.104, -0.124], [0.279, -2.196, 0.660], [0.424, -0.840, 0.387], [0.193, -0.092, -0.717], [0.384, 1.399, -0.489], [-0.656, 1.985, 0.502], [-0.216, -0.599, -1.827], [-0.325, 0.155, -2.492], [0.482, -2.416, 1.737], [0.716, -0.332, 1.186], [0.341, 1.927, -1.441], [1.355, 1.618, -0.064], [-0.586, 1.526, 1.472], [-0.451, 3.058, 0.704], [-1.672, 1.905, 0.122]]}

=====

> Which formula does entry 2 have?

C17H22N9O3RuS3